(P)
C2H6Se | ωB97M-V/def2-TZVPD

Values from the calculation:
Highest occupied orbital energy in Eh: -0.3041
Gap between HOMO and LUMO in hartree: 0.335

```
! wB97M-V def2-TZVPD RIJCOSX def2/J DEFGRID3
* xyz 0 1
H -1.2166 -1.1070 -1.9651
H 0.1041 -1.5490 -0.8087
H -0.2435 0.5515 1.8838
H 1.5952 0.2942 1.0593
C -0.6758 -0.8758 -1.0473
C 0.6215 0.8296 0.8852
Se 0.0842 0.9551 -0.9176
H 0.9481 1.9073 1.0473
H -1.2173 -1.0059 -0.1370
*
```

Results of the Löwdin charge analysis, in e, for atoms 1 through 2: 0.026 -0.005

***

(Q)
C2H6Se | ωB97M-V/def2-TZVPD

Values from the calculation:
Highest occupied orbital energy in Eh: -0.3212
Gap between HOMO and LUMO in hartree: 0.287

```
! wB97M-V def2-TZVPD RIJCOSX def2/J DEFGRID3
* xyz 0 1
H -0.3185 -1.3973 0.1139
H 1.6689 -0.0477 0.5793
Se -1.9224 0.4964 0.2434
H 1.5441 0.5593 -1.1457
H 0.8135 1.4086 0.2846
H -2.0937 -0.7612 1.9591
H -0.3779 -0.2492 -1.4357
C -0.2908 -0.4170 -0.4210
C 0.9769 0.4081 -0.1779
*
```

Results of the Löwdin charge analysis, in e, for atoms 1 through 2: 0.054 0.072

***

(R)
C2H6Se | ωB97M-V/def2-TZVPD

Values from the calculation:
Highest occupied orbital energy (alpha / beta) in Eh: -0.2720 / -0.3330
Gap between HOMO and LUMO (alpha / beta) in hartree: 0.258 / 0.336

```
! wB97M-V def2-TZVPD RIJCOSX def2/J DEFGRID3
* xyz 0 1
H 0.6293 1.3152 0.8637
C -0.3095 -1.4011 0.4386
H 0.8030 1.0486 -0.6540
H -0.7213 -2.3536 0.4041
H 0.5365 -1.1791 0.9048
Se -1.4248 -0.0041 0.1018
H -0.4544 2.3021 -0.4336
H 0.9494 -1.0341 -1.6532
C -0.0082 1.3062 0.0279
*
```

Results of the Löwdin charge analysis, in e, for atoms 1 through 2: 0.000 -0.438

***

Taking the most stable structure as the zero point, the relative energies in eV are (P) 0.000; (Q) 1.446; (R) 3.759.

***

(P)
C3H5ClOS | ωB97M-V/def2-TZVPD

Values from the calculation:
Highest occupied orbital energy in Eh: -0.3406
Gap between HOMO and LUMO in hartree: 0.268

```
! wB97M-V def2-TZVPD RIJCOSX def2/J DEFGRID3
* xyz 0 1
C -0.5856 0.8863 0.0558
O -0.1252 -1.0908 -1.3609
H 0.1443 -0.3707 1.8746
Cl -1.3562 -1.8908 1.0478
S 0.3513 2.3963 0.3538
C 0.2223 -0.2785 -0.3383
H 2.3352 1.9720 -0.6870
H -0.4645 -1.9808 -1.0893
H 1.2728 -0.3662 -0.1564
H -1.4374 1.1468 -0.5701
C -0.3569 -0.4236 0.8699
*
```

Results of the Löwdin charge analysis, in e, for atoms 1 through 2: -0.583 -0.017

***

(Q)
C3H5ClOS | ωB97M-V/def2-TZVPD

Values from the calculation:
Highest occupied orbital energy in Eh: -0.3415
SMILES string: S[C@@H](Cl)[C@H]1CO1
Gap between HOMO and LUMO in hartree: 0.369

```
! wB97M-V def2-TZVPD RIJCOSX def2/J DEFGRID3
* xyz 0 1
Cl 2.5007 -0.0925 -0.7445
H -1.2784 0.4346 1.2635
O -0.5983 1.7733 -0.0109
S 0.7262 -2.0441 0.5435
C 1.0793 -0.2249 0.3157
C -0.3144 0.5331 -0.5672
C -1.5167 0.7346 0.2444
H 1.2127 -2.4064 -0.6601
H -0.3592 0.3625 -1.5498
H -2.4862 0.6791 -0.1976
H 1.0344 0.2508 1.3630
*
```

Results of the Löwdin charge analysis, in e, for atoms 1 through 2: 0.533 0.109

***

Taking the most stable structure as the zero point, the relative energies in eV are (P) 2.910; (Q) 0.000.

***

(P)
C9H20N3O | ωB97M-V/def2-TZVPD

Values from the calculation:
Highest occupied orbital energy (alpha / beta) in Eh: -0.4235 / -0.4235
Gap between HOMO and LUMO (alpha / beta) in hartree: 0.302 / 0.302

```
! wB97M-V def2-TZVPD RIJCOSX def2/J DEFGRID3
* xyz 1 1
H 1.0201 0.7492 3.0355
N -3.1535 0.0973 -1.6342
C 2.5407 -1.1619 0.5914
H 1.6142 -0.7847 3.3538
H -4.2850 -0.7522 0.5892
C 1.8623 0.0445 2.7663
O -1.8996 2.2506 -2.3423
H -3.9724 0.0908 -1.1738
H 2.7116 -2.2127 0.9508
H 2.2438 0.4810 -0.8285
H 0.6307 -0.4231 -2.8991
H 1.1570 1.6566 -1.0657
C 1.5010 -0.5841 1.3722
H -1.6400 0.6186 1.2268
N -2.0663 0.4341 -0.7548
H 3.4807 -0.6207 0.3890
H -3.5441 -0.5855 2.1130
H 2.8720 0.3772 3.0262
C -1.3731 1.6147 -1.2611
H -1.0695 2.3661 -0.4810
H 0.8865 -1.4174 1.7046
C -0.5019 -0.5599 -2.4835
H 2.4231 1.9989 0.0736
C -0.5932 0.3176 -1.2211
H -2.8990 -0.8128 -2.0964
H 2.0781 -1.4099 -0.4266
N 1.7883 1.2500 -0.2585
C 0.9099 0.6869 0.7809
H -1.1126 -0.1949 -3.3489
C -2.4204 0.2899 0.6123
H -2.6228 1.8682 -2.8444
C -3.4798 -0.3843 1.0509
H -0.9051 -1.6042 -2.3170
*
```

Results of the Löwdin charge analysis, in e, for atoms 1 through 2: 0.095 0.157

***

(Q)
C9H20N3O | ωB97M-V/def2-TZVPD

Values from the calculation:
Highest occupied orbital energy in Eh: -0.4314
Gap between HOMO and LUMO in hartree: 0.324

```
! wB97M-V def2-TZVPD RIJCOSX def2/J DEFGRID3
* xyz 1 1
H -2.9624 -1.4632 -0.5541
C 0.0921 -0.1705 -0.2093
C 0.8905 0.0237 1.9787
H -0.5679 0.9232 -2.6852
H -0.7906 -1.8287 -1.3540
N -0.0568 -0.5961 1.1435
C -1.0240 -0.6725 -1.1225
C -0.9760 -0.0464 -2.4903
H -1.5205 -2.3344 1.2316
H 0.2516 -2.6048 1.2498
C 2.3119 -0.2696 1.4553
H 0.8654 -0.1892 3.0260
H -2.2098 2.2477 -0.1841
C -0.0592 2.0726 -0.1159
N -1.2727 2.6189 0.0103
H 3.2722 0.4701 -0.3819
H -1.4876 3.5891 0.2273
H 3.0757 0.1009 1.9953
H -1.9619 0.1245 -3.0540
H 2.4179 -1.2649 1.3479
H -0.3545 -0.6097 -3.2580
H 2.0451 -1.2731 -0.8430
C -2.4782 -0.5840 -0.5252
H -0.3386 -1.8492 2.5480
H 0.5843 1.0358 2.0476
H -3.1385 0.1958 -1.0128
N 2.4588 0.4713 0.1812
O 1.0279 2.6129 -0.0125
C 1.5015 -0.2443 -0.7950
H 1.4012 0.2622 -1.7854
H 1.9800 1.5128 -0.0299
C -0.5057 -1.9502 1.5368
H -2.4711 -0.3107 0.4336
*
```

Results of the Löwdin charge analysis, in e, for atoms 1 through 2: 0.040 -0.205

***

Taking the most stable structure as the zero point, the relative energies in eV are (P) 5.879; (Q) 0.000.

***

(P)
C6H16N2 | ωB97M-V/def2-TZVPD

Values from the calculation:
Highest occupied orbital energy in Eh: -0.3317
SMILES string: CCCCCNCN
Gap between HOMO and LUMO in hartree: 0.372

```
! wB97M-V def2-TZVPD RIJCOSX def2/J DEFGRID3
* xyz 0 1
H -0.3873 -1.7627 -1.2638
H -0.0913 2.7104 2.4166
N 1.6109 -3.3844 -2.2505
H -0.2989 2.2177 -0.0360
H 1.9151 -3.8381 -1.3925
H 0.6775 -3.7605 -2.3897
C 1.5087 -1.9671 -1.9494
C -0.0841 -0.1941 0.9845
C -1.1828 2.0648 0.5955
H 1.7305 -0.1206 -0.1943
H -1.8664 2.8942 2.4860
C -1.3951 0.6042 0.9272
C 0.6693 -0.3328 -0.3363
H -1.9821 2.5512 0.0335
N 0.5528 -1.6870 -0.8763
H -0.3172 -1.1819 1.3781
H 0.3414 0.4312 -1.0531
H -1.8004 0.5001 1.9367
H 0.5716 0.2401 1.7529
H 2.4670 -1.6627 -1.5527
H -2.0708 0.0937 0.2321
C -0.9866 2.9517 1.8434
H 1.3003 -1.3609 -2.8310
H -0.8823 3.9936 1.5393
*
```

Results of the Löwdin charge analysis, in e, for atoms 1 through 2: 0.109 0.067

***

(Q)
C6H16N2 | ωB97M-V/def2-TZVPD

Values from the calculation:
Highest occupied orbital energy in Eh: -0.3152
SMILES string: CCCNCCNC
Gap between HOMO and LUMO in hartree: 0.357

```
! wB97M-V def2-TZVPD RIJCOSX def2/J DEFGRID3
* xyz 0 1
N 0.5064 0.5016 -2.1510
C 0.6351 -0.9432 -1.8190
H -1.9361 -1.1443 2.0654
H 0.2904 0.6935 1.5835
C -2.1887 0.8969 1.8244
H -1.9836 1.8475 2.3339
H 1.5384 -2.0496 -0.3128
C 0.0089 -0.3429 1.7849
H 1.7635 -0.3343 0.0767
H -0.1569 0.6710 -2.8897
H -3.2821 0.7904 1.9237
H 1.3610 -1.3732 -2.5058
H -0.3342 -1.4490 -1.9116
C 1.0514 -1.0806 -0.3462
H 1.5288 2.2931 -2.2872
H 0.6406 -1.0010 2.3789
H -0.8836 -0.6778 -0.0212
H -1.3468 -0.3036 3.5141
C 1.7660 1.2231 -2.2663
C -1.3816 -0.2673 2.4239
H 2.2151 1.0849 -3.2606
H 2.4177 0.9846 -1.4279
N -0.1454 -1.0968 0.5357
H -2.0841 1.0770 0.7540
*
```

Results of the Löwdin charge analysis, in e, for atoms 1 through 2: -0.147 -0.213

***

Taking the most stable structure as the zero point, the relative energies in eV are (P) 0.000; (Q) 0.788.

***

(P)
C4H8O3 | ωB97M-V/def2-TZVPD

Values from the calculation:
Highest occupied orbital energy in Eh: -0.3841
SMILES string: C[C@@H]1CO[C@H](O)O1
Gap between HOMO and LUMO in hartree: 0.418

```
! wB97M-V def2-TZVPD RIJCOSX def2/J DEFGRID3
* xyz 0 1
H 1.3145 -1.4286 0.7217
H 1.0268 -0.0609 -1.3036
H -0.5215 -0.4918 -2.0954
H 0.1722 -2.5418 -0.0486
C -0.5753 -0.5365 0.1088
H -0.0969 -2.0280 1.6243
C -0.0685 -0.0030 -1.2336
O -0.5463 0.6290 0.9456
H -0.8738 2.6262 0.3031
H 1.1772 1.2586 1.0228
H -1.6296 -0.8210 0.0368
C 0.2531 -1.6938 0.6441
O -0.4808 1.3519 -1.2043
C -0.2443 1.7525 0.0983
O 1.0931 1.9872 0.3798
*
```

Results of the Löwdin charge analysis, in e, for atoms 1 through 2: 0.086 0.131

***

(Q)
C4H8O3 | ωB97M-V/def2-TZVPD

Values from the calculation:
Highest occupied orbital energy in Eh: -0.3807
SMILES string: OCC1(CO)CO1
Gap between HOMO and LUMO in hartree: 0.410

```
! wB97M-V def2-TZVPD RIJCOSX def2/J DEFGRID3
* xyz 0 1
H -0.7115 1.9741 -0.7360
C 1.2266 -0.5603 0.7262
C -1.3358 -0.4865 0.4470
O -2.4063 0.2340 -0.1089
H 2.1279 -0.6556 -0.9546
C 0.1628 1.3371 -0.6222
C 0.0188 0.0350 0.0160
O 2.3932 -0.4531 -0.0452
H -2.3028 0.1794 -1.0688
O 0.1418 0.1321 -1.4055
H -1.4401 -0.4307 1.5351
H 1.3992 -0.0024 1.6536
H -1.3833 -1.5508 0.1628
H 1.0160 -1.6069 1.0019
H 1.1319 1.8319 -0.5875
*
```

Results of the Löwdin charge analysis, in e, for atoms 1 through 2: 0.119 -0.194

***

(R)
C4H8O3 | ωB97M-V/def2-TZVPD

Values from the calculation:
Highest occupied orbital energy in Eh: -0.3571
SMILES string: O=C(CO)CCO
Gap between HOMO and LUMO in hartree: 0.381

```
! wB97M-V def2-TZVPD RIJCOSX def2/J DEFGRID3
* xyz 0 1
C -1.9608 0.0698 0.4981
C 0.5783 0.4703 0.9497
H 0.3769 0.1442 1.9661
H 1.2290 1.3456 0.8939
H 2.0950 -0.2216 -0.3457
O -2.4675 -0.0384 -0.7837
H -1.9541 0.9794 -1.1757
H -1.8364 -0.9008 1.0113
C 1.2782 -0.6770 0.1984
O -0.6118 1.4677 -0.8065
H -2.5702 0.7425 1.1423
C -0.6503 0.7486 0.1940
O 1.8562 -1.7379 0.9294
H 2.1915 -2.3334 0.2392
H 0.6763 -1.1660 -0.5648
*
```

Results of the Löwdin charge analysis, in e, for atoms 1 through 2: -0.250 -0.074

***

(S)
C4H8O3 | ωB97M-V/def2-TZVPD

Values from the calculation:
Highest occupied orbital energy in Eh: -0.3575
SMILES string: COCC(=O)OC
Gap between HOMO and LUMO in hartree: 0.392

```
! wB97M-V def2-TZVPD RIJCOSX def2/J DEFGRID3
* xyz 0 1
O 0.4744 -0.3275 1.1066
H -2.5300 1.5275 -1.6673
H 1.3021 -2.4025 1.2067
C -1.7086 0.8192 -1.5727
H 0.6890 -1.6724 2.7182
C 0.4417 0.7055 -0.7761
O 0.6849 -0.1955 -1.5378
H -0.4078 -2.1509 1.4442
H 1.0100 1.8451 0.9817
O -0.6710 1.4610 -0.8216
H -1.3419 0.5074 -2.5505
C 1.2105 0.8505 0.5077
H -2.0292 -0.0708 -1.0196
H 2.2971 0.7843 0.3553
C 0.5787 -1.6810 1.6252
*
```

Results of the Löwdin charge analysis, in e, for atoms 1 through 2: -0.205 0.092

***

Taking the most stable structure as the zero point, the relative energies in eV are (P) 0.000; (Q) 1.020; (R) 1.522; (S) 1.761.

***

(P)
C4H8O3 | ωB97M-V/def2-TZVPD

Values from the calculation:
Highest occupied orbital energy in Eh: -0.3916
SMILES string: C[C@@H](O)COC=O
Gap between HOMO and LUMO in hartree: 0.423

```
! wB97M-V def2-TZVPD RIJCOSX def2/J DEFGRID3
* xyz 0 1
H 0.2342 1.4401 0.4083
H -0.5630 -1.3806 -0.4187
H -1.9067 2.0121 -0.7743
C 2.4264 -0.9915 0.1521
H -0.7567 1.2384 -1.8849
C 0.1032 -0.7102 0.1148
H 0.2969 -1.0382 1.1396
H 3.3198 -1.1106 -0.4760
C -0.5361 0.6802 0.2239
H -2.1233 0.3155 -1.2084
C -1.3700 1.0827 -0.9898
H -1.5342 -0.3108 1.5832
O -1.3682 0.6105 1.3846
O 1.3452 -0.7366 -0.6031
O 2.4324 -1.1010 1.3487
*
```

Results of the Löwdin charge analysis, in e, for atoms 1 through 2: 0.151 0.137

***

(Q)
C4H8O3 | ωB97M-V/def2-TZVPD

Values from the calculation:
Highest occupied orbital energy (alpha / beta) in Eh: -0.3394 / -0.3591
Gap between HOMO and LUMO (alpha / beta) in hartree: 0.297 / 0.326

```
! wB97M-V def2-TZVPD RIJCOSX def2/J DEFGRID3
* xyz 0 1
H -3.2940 0.9995 0.2125
H -2.6231 0.2418 -1.2511
H 3.7899 0.4793 0.5369
C 1.8758 0.3502 -0.1060
H -0.7868 -1.4846 0.4165
O 2.9183 0.8566 0.6270
C -2.6446 0.2046 -0.1544
O -0.1363 -0.5624 -1.2450
C 0.8721 -0.4436 0.5255
O -1.3902 0.4609 0.4398
H 2.2696 -0.0796 -1.0241
H 1.2356 -1.0937 1.3087
H 1.4697 1.3119 -0.4478
C -0.4707 -0.4764 0.0265
H -3.0853 -0.7645 0.1351
*
```

Results of the Löwdin charge analysis, in e, for atoms 1 through 2: 0.090 0.091

***

Taking the most stable structure as the zero point, the relative energies in eV are (P) 0.000; (Q) 4.467.